{
  "formula": "C20H59N6O5",
  "method": "ωB97M-V/def2-TZVPD",
  "e_tot_ha": -1501.831965,
  "homo_ev": -11.5989,
  "orbital_gap_ev": 10.001,
  "charge": 1,
  "lumo_energy_ha": -0.059,
  "relative_energy_ev": 0.5630,
  "species": ["N", "H", "H", "H", "H", "C", "C", "C", "O", "C", "N", "H", "H", "H", "H", "H", "H", "H", "H", "H", "H", "H", "C", "C", "C", "O", "C", "N", "H", "H", "H", "H", "H", "H", "H", "H", "H", "H", "H", "C", "C", "C", "O", "C", "N", "H", "H", "H", "H", "H", "H", "H", "H", "H", "H", "H", "C", "C", "C", "O", "C", "N", "H", "H", "H", "H", "H", "H", "H", "H", "H", "H", "H", "C", "C", "C", "O", "C", "N", "H", "H", "H", "H", "H", "H", "H", "H", "H", "H", "H"],
  "xyz": [[12.886020, 12.420599, 9.673865], [12.830704, 11.848459, 8.776348], [11.923153, 12.525282, 10.121467], [13.290380, 13.369399, 9.464172], [13.590344, 12.034927, 10.374245], [12.847992, 9.812390, 12.720837], [13.880851, 10.885483, 13.059880], [15.140089, 10.763946, 12.212146], [14.839516, 10.715003, 10.864037], [15.696413, 10.068725, 9.962786], [13.326582, 12.205066, 12.733717], [11.982155, 9.904758, 13.376927], [13.327871, 8.859024, 12.855037], [12.597744, 10.019078, 11.701661], [14.141315, 10.741826, 14.122281], [15.631101, 9.806567, 12.501013], [15.897633, 11.606589, 12.442650], [16.660665, 10.534543, 9.960697], [15.177175, 10.227815, 9.002299], [15.906740, 9.107851, 10.293335], [13.850680, 12.981044, 13.133517], [12.405583, 12.374050, 12.990539], [9.371348, 14.024911, 12.702936], [9.556841, 12.825506, 11.791694], [8.181050, 12.180583, 11.723194], [7.212566, 13.097166, 11.298808], [5.947929, 12.966556, 11.909285], [10.191541, 13.243544, 10.500619], [8.814549, 14.835573, 12.256082], [10.295893, 14.515538, 12.987526], [8.805887, 13.681380, 13.587698], [10.260608, 12.185756, 12.311781], [7.899990, 11.852501, 12.699767], [8.222353, 11.310263, 11.088054], [6.074933, 12.933802, 12.981978], [5.432340, 12.021013, 11.592451], [5.315678, 13.832769, 11.725885], [9.707824, 12.813090, 9.783547], [10.154582, 14.242401, 10.283928], [11.059518, 9.364530, 9.083811], [12.515014, 9.342801, 8.730818], [12.982908, 7.887946, 8.366399], [14.392410, 7.892403, 8.147694], [14.738808, 6.600390, 7.651439], [12.747861, 10.299870, 7.583691], [10.763630, 10.163674, 9.729238], [10.823290, 8.404018, 9.573252], [10.443088, 9.345446, 8.177215], [13.119131, 9.707137, 9.594483], [12.363614, 7.431679, 7.531291], [12.854558, 7.117003, 9.168649], [14.196991, 6.453119, 6.736915], [14.610989, 5.804361, 8.411829], [15.791404, 6.680032, 7.452045], [12.037709, 10.266098, 6.874389], [13.677140, 10.231270, 7.199984], [16.502815, 14.145162, 7.437560], [15.966698, 14.934343, 8.587354], [16.435101, 16.381794, 8.564201], [17.778250, 16.669259, 8.807471], [18.429089, 16.048598, 9.918246], [14.483223, 14.964897, 8.488704], [17.546676, 14.296146, 7.278692], [15.966371, 14.419255, 6.556781], [16.350645, 13.050677, 7.582517], [16.204565, 14.385712, 9.519098], [15.840485, 16.957100, 9.281061], [16.141013, 16.798700, 7.599035], [19.326851, 16.649749, 9.988265], [18.648738, 15.000872, 9.754817], [17.835088, 16.065896, 10.868706], [14.263535, 14.862181, 7.484246], [14.003929, 15.885905, 8.764374], [12.071061, 16.290846, 12.040168], [13.478026, 16.868712, 12.121310], [14.458128, 15.737562, 12.394304], [14.314155, 15.135333, 13.655448], [14.967509, 15.866898, 14.716294], [13.830510, 17.679794, 10.912357], [11.918235, 15.735802, 11.068784], [11.319471, 17.042215, 12.033267], [11.838715, 15.647902, 12.883398], [13.544546, 17.543542, 13.018566], [15.533068, 15.990029, 12.289839], [14.331282, 15.018525, 11.516588], [14.297592, 16.694492, 15.031295], [15.976275, 16.132603, 14.443527], [15.032539, 15.182393, 15.516808], [14.787721, 17.999033, 10.972731], [13.259091, 18.482677, 10.886161]],
  "forces_ev_per_angstrom": [[0.665, 0.434, 0.295], [0.132, 0.293, 0.813], [0.825, 0.263, -0.385], [-0.498, -0.503, -0.254], [-1.036, -0.156, -0.760], [0.731, 0.986, 0.486], [-0.385, 0.651, 0.037], [2.006, -0.533, 1.478], [-1.392, 0.880, -0.211], [-0.347, 2.116, -0.369], [1.886, 0.273, -0.457], [-0.012, -0.091, -0.095], [-0.137, -0.618, -0.148], [-0.564, -0.443, -0.692], [0.222, 0.339, -0.217], [-0.011, 0.415, -0.065], [-1.128, -1.044, -0.262], [0.738, 0.779, -0.292], [0.738, -0.837, 0.276], [-0.231, -2.324, 0.036], [0.195, -0.177, -0.023], [-2.034, -0.142, 0.731], [0.055, 0.363, 0.672], [0.008, 1.917, 0.212], [0.204, 0.017, -0.685], [-0.049, 0.698, -0.780], [-0.280, -1.046, 0.014], [0.703, 0.337, 1.650], [-0.523, -0.061, -0.400], [0.242, -0.442, 0.314], [0.453, 0.405, -0.155], [-0.032, -0.655, -0.087], [0.150, -0.480, 0.953], [-0.232, -0.574, -0.540], [0.018, -0.172, 0.576], [0.288, 0.801, 0.146], [0.218, -0.015, -0.512], [-1.200, -1.093, -1.977], [-0.230, -0.323, 0.606], [-0.530, -1.653, -0.350], [1.080, -0.305, -1.095], [-0.218, -0.180, 0.811], [-1.181, -0.284, -0.540], [0.837, 0.712, 0.782], [0.149, 0.053, 1.798], [-0.169, 0.614, 0.317], [-0.049, 0.471, 0.162], [0.032, 0.262, 0.107], [-0.310, -0.420, -0.655], [0.839, 0.885, 0.250], [-0.478, 0.937, 0.066], [-0.279, -0.637, -0.443], [-0.350, 0.319, -0.418], [0.513, -0.250, -0.305], [-0.081, -0.300, -0.238], [0.042, -0.298, -0.258], [-0.260, -1.599, 0.346], [-0.708, 0.256, 0.821], [-0.442, 0.315, 0.819], [0.581, -0.509, -0.265], [-0.983, 0.573, 0.075], [-1.421, 0.857, -0.527], [0.794, 0.234, -0.071], [-0.190, 0.269, -0.923], [0.034, 0.649, -0.060], [0.135, 0.623, -0.130], [-0.221, -0.184, 0.254], [0.403, -0.004, -0.226], [0.268, -0.288, 0.490], [0.243, -0.289, -0.339], [0.283, 0.423, -0.634], [-0.064, 0.082, 0.740], [1.382, -1.575, -0.150], [0.283, -0.581, -1.248], [0.266, 1.327, 0.963], [1.097, -0.552, -1.960], [-0.038, -0.147, -0.048], [-1.573, 0.052, -0.802], [0.402, -2.181, 0.501], [0.398, 0.265, 0.949], [-0.612, 0.937, 0.048], [0.349, -0.112, 0.018], [-0.290, -0.503, -0.496], [-0.401, 0.632, -0.045], [-0.151, 0.133, 1.396], [0.847, -0.116, -0.208], [0.248, 0.544, -0.248], [0.020, -0.755, 1.002], [0.098, 0.047, 0.118], [-0.786, 1.010, -0.080]]
}